Formula: C4H13NO2
Source: the OMol25 dataset
Level of theory: ωB97M-V with the def2-TZVPD basis set

Atoms and positions in Å:
C 0.9124 -0.1395 -1.3863
C 0.9691 0.6493 -0.0544
C 1.8935 -0.1016 0.9620
N -0.4531 0.5181 0.4950
C -1.1282 -0.7329 0.6585
O -1.0957 -1.2354 1.9995
H 0.5893 -1.1288 -1.1457
H 0.2366 0.3626 -2.0817
H 1.9602 -0.2740 -1.7302
H 1.1943 1.7043 -0.1308
H 1.5218 0.1613 1.9533
H 1.9402 -1.1654 0.7291
H 2.9716 0.1395 0.9028
H -0.5015 1.1765 1.2602
H -2.1497 -0.6372 0.2576
H -0.5743 -1.5231 0.1498
H -1.9673 -1.5732 2.2515
O -2.1525 1.6398 -1.5602
H -1.7116 0.8837 -1.1304
H -2.4553 1.2761 -2.3996

The calculation puts the electronic energy at -365.3958 Ha. For the HOMO energy, the calculation gives -8.89 eV. As for the LUMO energy: 0.832 eV. The energy above the lowest of the compared OMol25 structures with the same formula, charge and spin comes out at 29.32 kcal per mole.